one | 2 unconnected molecules or ions with the total composition H3NO3Si. Source: the Open Molecules 2025 dataset; level of theory: ωB97M-V/def2-TZVPD.

## Properties
Orbital gap (alpha / beta), eV: 8.6 / 8.6
Net charge: 0
Spin multiplicity: 1
LUMO level (alpha / beta), eV: -1.33 / -1.33
HOMO level (alpha / beta), eV: -9.97 / -9.97

Element x y z (Å)
N 0.74111 0.49494 -0.56681
O 0.85157 1.68936 -0.84610
O 1.74149 -0.17480 -0.27755
O -0.46110 -1.67657 0.28016
Si -0.81869 -0.12800 0.07297
H 0.54330 -1.82120 0.19749
H -1.98325 0.12937 -0.68404
H -0.61442 1.48690 1.82388

two | 2 unconnected molecules or ions with the total composition H3NO3Si. Source: the Open Molecules 2025 dataset; level of theory: ωB97M-V/def2-TZVPD.

## Properties
Orbital gap, eV: 10.1
Net charge: 0
Spin multiplicity: 1
LUMO level, eV: -1.19
HOMO level, eV: -11.33

Element x y z (Å)
N 2.56474 -0.36326 -0.39320
O 1.93260 -0.22306 0.78484
O 3.69963 -0.04206 -0.26573
O -0.26635 0.23427 -0.90957
Si 0.58354 -0.69395 -0.12518
H -3.23569 -1.59337 -1.04427
H 0.36466 -1.84459 0.59460
H -2.88438 -1.78632 -0.60659

Comparing the structures above, two comes out on top by 26.9 kJ/mol.